ORCA calculation (ωB97M-V with the def2-TZVPD basis set) on a molecular structure, C36H28BrN6O3Rh.

CARTESIAN COORDINATES (ANGSTROEM)
Rh -0.04 -0.15 -0.04
O 3.18 -1.30 -4.63
C 2.49 -0.15 -4.84
C 2.54 0.55 -6.03
C 1.85 1.74 -6.17
C 1.07 2.23 -5.13
C 1.01 1.53 -3.93
C 1.72 0.35 -3.78
C 1.71 -0.43 -2.46
O 0.49 -0.66 -1.97
N 2.53 0.33 -1.52
N 2.11 0.41 -0.29
C 2.73 1.03 0.66
C 2.29 0.93 2.02
Br 0.97 -0.48 2.36
C 2.67 1.69 3.04
C 2.33 1.44 4.44
C 1.24 2.00 5.08
C 1.02 1.74 6.43
C 1.90 0.94 7.14
C 2.98 0.37 6.49
C 3.19 0.59 5.15
H 3.60 -1.60 -5.45
H 3.14 0.17 -6.85
H 1.91 2.29 -7.10
H 0.52 3.15 -5.25
H 0.42 1.89 -3.11
H 2.24 -1.39 -2.66
H 3.38 0.79 -1.84
H 3.65 1.58 0.49
H 3.32 2.54 2.84
H 0.56 2.63 4.53
H 0.16 2.17 6.93
H 1.74 0.76 8.19
H 3.67 -0.26 7.04
H 4.03 0.15 4.64
C -13.70 1.45 -0.12
O -12.96 0.25 -0.11
C -11.63 0.26 -0.11
C -11.01 -1.01 -0.10
C -9.64 -1.12 -0.09
C -8.84 0.04 -0.10
C -9.47 1.30 -0.12
C -10.83 1.41 -0.13
C -7.40 0.00 -0.08
N -6.64 1.08 -0.05
C -5.37 0.64 -0.01
C -5.34 -0.77 -0.01
N -6.65 -1.15 -0.06
C -4.15 -1.52 0.04
C -4.04 -2.92 0.00
C -2.79 -3.50 0.06
C -1.67 -2.69 0.22
N -1.76 -1.37 0.28
C -2.95 -0.77 0.14
C -2.95 0.67 0.11
N -1.75 1.30 0.14
C -1.72 2.62 0.13
C -2.87 3.41 0.08
C -4.11 2.80 0.02
C -4.16 1.40 0.04
H -14.75 1.15 -0.12
H -13.50 2.04 -1.02
H -13.49 2.05 0.77
H -11.64 -1.89 -0.09
H -9.20 -2.10 -0.07
H -8.84 2.18 -0.13
H -11.29 2.39 -0.14
H -6.99 -2.09 -0.09
H -4.93 -3.54 -0.06
H -2.68 -4.57 0.02
H -0.69 -3.12 0.33
H -0.75 3.09 0.17
H -2.78 4.48 0.09
H -5.02 3.37 -0.04

Summary:
- Charge: +2
- E_tot: -4626.88857 Ha
- Orbital gap (alpha / beta): 0.1243 / 0.1311 hartree

---

ORCA calculation (ωB97M-V with the def2-TZVPD basis set) on a molecular structure, C36H28Cl2F12N2O4Ti.

CARTESIAN COORDINATES (ANGSTROEM)
Ti 0.09 -0.43 0.13
C 0.46 4.70 3.65
C 0.63 3.82 2.44
C -0.15 4.01 1.30
C -0.04 3.16 0.22
C 0.86 2.09 0.22
N 0.96 1.16 -0.83
C 0.88 1.48 -2.15
C 0.94 2.80 -2.63
C 0.88 3.10 -3.98
C 0.75 2.11 -4.93
C 0.65 2.41 -6.41
C 0.76 0.79 -4.48
C 0.84 0.44 -3.14
C 0.94 -1.02 -2.69
O 0.21 -1.30 -1.56
C 2.45 -1.42 -2.46
F 3.02 -1.94 -3.58
F 2.57 -2.34 -1.50
F 3.20 -0.37 -2.12
C 0.37 -2.04 -3.73
F -0.93 -1.79 -3.97
F 0.96 -2.07 -4.95
F 0.46 -3.29 -3.25
C 1.62 1.87 1.40
C 1.50 2.74 2.46
C 2.49 0.60 1.45
O 1.84 -0.49 0.92
C 3.82 0.92 0.67
F 3.62 1.57 -0.47
F 4.63 1.73 1.40
F 4.52 -0.18 0.39
C 2.92 0.15 2.89
F 3.62 1.07 3.61
F 3.72 -0.93 2.81
F 1.88 -0.18 3.64
H 0.36 5.75 3.36
H 1.31 4.61 4.32
H -0.44 4.42 4.21
H -0.88 4.81 1.27
H -0.70 3.29 -0.63
H 1.06 3.61 -1.92
H 0.92 4.14 -4.29
H 0.56 3.49 -6.57
H -0.22 1.94 -6.86
H 1.53 2.07 -6.96
H 0.71 0.01 -5.23
H 2.07 2.57 3.37
Cl -0.86 0.13 2.42
C -0.33 -2.48 0.90
Cl -1.60 -3.36 -0.08
H -0.71 -2.49 1.92
H 0.58 -3.07 0.80
C -7.32 -0.85 3.90
C -7.42 0.18 2.81
C -8.54 1.00 2.75
C -8.66 1.98 1.78
C -7.65 2.13 0.83
C -6.53 1.30 0.86
N -5.54 1.48 -0.14
C -5.15 0.38 -0.91
C -6.13 -0.46 -1.45
C -5.77 -1.54 -2.24
C -4.43 -1.82 -2.50
C -3.46 -1.00 -1.94
C -3.80 0.09 -1.16
C -2.70 0.88 -0.49
O -2.89 2.03 -0.10
O -1.62 0.22 -0.33
C -6.39 0.34 1.87
C -5.12 -0.47 1.95
H -8.22 -0.85 4.51
H -6.47 -0.66 4.56
H -7.19 -1.86 3.49
H -9.33 0.87 3.48
H -9.53 2.62 1.75
H -7.72 2.87 0.05
H -4.74 2.06 0.11
H -7.17 -0.25 -1.25
H -6.54 -2.18 -2.65
H -4.14 -2.67 -3.10
H -2.41 -1.23 -2.06
H -5.09 -1.27 1.21
H -4.99 -0.93 2.93
H -4.24 0.16 1.77

Summary:
- Charge: -2
- Energy relative to the best compared isomer or geometry (same formula, charge and spin): 28.92 kJ/mol
- E_tot: -4767.72565 Ha
- Orbital gap: 0.2233 hartree